[1]
22
Properties=species:S:1:pos:R:3:forces:R:3:lowdin_charge:R:1 method="wB97M-V/def2-TZVPD" total_charge=+1 energy_ev=-29818.011 homo_ev=-12.7 e_above_lowest_kcal_mol=3.2
C -0.03235 2.38294 0.37332 0.100 -0.737 -0.251 0.041
C 1.23028 1.84837 0.47575 -0.432 -0.551 -0.669 0.064
C -1.17075 1.63005 0.07021 -0.201 -0.693 0.068 -0.351
C 1.28896 0.48796 0.18100 2.236 1.368 1.313 -0.180
C -0.92418 0.30360 -0.06438 -0.657 -3.597 0.238 -0.122
C 2.65256 -0.18782 0.17058 -0.819 -1.379 -0.716 -0.578
N 0.23432 -0.26671 -0.00329 -0.961 -0.100 -0.731 0.077
N -2.37714 2.17931 -0.09346 -1.534 2.742 1.389 0.134
N -0.07113 -2.87535 -0.79338 -1.445 0.107 1.901 0.194
F 2.43950 -1.42713 0.64146 0.351 -0.831 0.893 0.122
F 3.00948 -0.40286 -1.10283 0.502 0.513 -0.560 0.151
F 3.67937 0.34765 0.82110 -0.831 0.324 -0.152 0.190
S -2.71391 -1.43333 -0.26022 1.844 2.432 -1.336 0.552
H -0.30148 3.37924 0.43095 0.302 2.244 0.495 0.110
H 2.16603 2.37461 0.68272 -0.629 0.106 -0.018 0.146
H 0.02763 -1.81527 -0.93820 0.006 -1.288 0.511 0.078
H -2.45950 3.07253 0.46569 -0.225 -1.354 -1.229 0.150
H -3.22329 1.61932 -0.01911 0.525 -0.127 -0.118 0.101
H -0.32288 -3.37895 -1.64865 0.374 -0.001 0.239 0.137
H -0.91550 -2.99994 -0.07591 1.782 0.653 -1.953 0.099
H 0.77484 -3.21448 -0.30639 -0.223 0.050 -0.732 0.135
H -2.99086 -1.62374 0.99305 -0.066 0.120 1.419 -0.251

***

[2]
17
Properties=species:S:1:pos:R:3:forces:R:3:lowdin_charge:R:1 method="wB97M-V/def2-TZVPD" energy_ev=-11126.760 homo_ev="-8.2 / -7.3" e_above_lowest_kcal_mol=123.4
C 2.57310 -0.39411 -0.30288 -0.234 -1.282 -2.536 -0.046
C 2.03746 -0.04041 0.81526 -3.197 -0.464 1.737 -0.200
C -2.01709 0.51225 -0.72428 -0.394 2.111 2.144 -0.082
C -0.75039 1.42500 -0.47398 -2.218 -3.279 0.228 -0.071
C -0.69776 -0.05928 -0.27836 -1.398 0.015 2.827 -0.343
C -0.53610 -0.69240 1.10599 1.815 1.775 -2.000 -0.115
O -0.63575 -2.02858 1.19467 -0.514 -0.187 -0.340 0.018
F 2.49634 0.60110 1.88667 0.608 0.001 -0.534 0.016
H 3.58092 -0.20439 -0.62286 0.494 0.182 0.090 0.041
H 1.94945 -0.97957 -1.08818 0.979 1.126 1.630 0.076
H -2.93621 0.70973 -0.05955 1.846 -0.593 -0.803 0.130
H -2.26295 0.48163 -1.73422 -0.469 -0.541 -1.594 0.060
H -0.23811 1.70751 -1.31127 1.103 1.178 -1.886 0.070
H -0.83127 2.06002 0.33784 0.215 1.056 1.512 0.080
H -0.24365 -0.61664 -1.03599 0.993 -0.720 -1.034 0.096
H -0.71826 -0.04316 1.98775 0.108 -1.074 -0.463 0.133
H -0.76973 -2.43871 0.30337 0.264 0.695 1.023 0.137

***

[3]
17
Properties=species:S:1:pos:R:3:forces:R:3:lowdin_charge:R:1 method="wB97M-V/def2-TZVPD" smiles="FC1CCC(=S)CC1" energy_ev=-19920.237 homo_ev=-8.6 e_above_lowest_kcal_mol=7.2
F 0.68032 -1.34797 -1.95773 0.812 -0.361 -0.139 -0.026
C -0.22852 -1.01403 -0.96719 -0.102 -0.604 1.105 -0.352
C 0.38157 -1.23953 0.44804 0.080 -0.052 -0.564 -0.131
C -0.22503 -0.26869 1.45207 0.100 0.397 0.387 -0.228
C 0.11902 1.15858 1.05285 0.906 -0.437 -0.461 -0.794
S 0.51309 2.26147 2.14387 -0.158 0.615 0.383 0.743
C 0.37157 1.36260 -0.44539 0.071 -0.251 -0.080 -0.196
C -0.59311 0.42041 -1.21117 -0.023 0.595 -0.621 -0.143
H -1.06660 -1.70095 -1.14655 -0.051 0.288 0.275 0.148
H 1.48358 -1.12636 0.42856 -0.546 0.009 -0.182 0.132
H 0.17133 -2.24346 0.77929 0.054 -0.469 0.019 0.106
H -1.31245 -0.38397 1.48164 -0.095 0.014 -0.116 0.124
H 0.11670 -0.45877 2.49519 -0.147 0.186 -0.803 0.114
H 1.43946 1.05224 -0.59693 -0.815 0.139 -0.039 0.136
H 0.33340 2.43168 -0.73910 -0.219 -0.693 0.284 0.113
H -1.61631 0.65713 -0.89572 0.105 -0.186 -0.088 0.123
H -0.56800 0.43963 -2.32174 0.029 0.809 0.639 0.130

***

[4]
17
Properties=species:S:1:pos:R:3:forces:R:3:lowdin_charge:R:1 method="wB97M-V/def2-TZVPD" smiles="CC/C(F)=C(/C)C=S" energy_ev=-19919.636 homo_ev=-8.7 e_above_lowest_kcal_mol=21.1
C -1.46919 -0.84415 -1.83100 1.485 0.289 0.042 -0.058
C -0.09030 -1.14613 -1.14047 -0.650 1.454 -0.135 -0.146
C -0.07979 -0.54220 0.22548 -0.977 -1.307 0.183 -0.210
F -0.99248 -1.24633 0.99334 0.702 0.578 -0.246 0.036
C 0.55066 0.48547 0.80522 0.310 0.382 0.882 -0.310
C 0.38761 0.77214 2.27881 -0.728 -0.132 -0.799 -0.059
C 1.44401 1.35427 0.06545 0.084 0.956 -0.289 -0.596
S 2.23348 2.73010 0.56412 -0.826 -1.615 -0.298 0.656
H -1.39267 -0.95848 -2.90353 0.063 -0.156 -0.261 0.068
H -1.72724 0.18630 -1.63718 -0.284 0.277 0.059 0.075
H -2.23298 -1.49821 -1.46634 -0.426 -0.301 0.321 0.065
H 0.76997 -0.73535 -1.65375 -0.066 0.092 -0.551 0.099
H 0.03868 -2.20468 -1.10841 0.232 -0.783 0.388 0.108
H -0.01700 1.78471 2.39179 0.114 -0.229 0.206 0.082
H -0.27859 0.02616 2.72369 0.321 0.344 0.155 0.079
H 1.38656 0.74257 2.67802 0.251 0.041 0.606 0.071
H 1.46927 1.09380 -0.98523 0.393 0.108 -0.263 0.039

***

[5]
16
Properties=species:S:1:pos:R:3:forces:R:3:lowdin_charge:R:1 method="wB97M-V/def2-TZVPD" smiles="C[C@H]1C=C[C@]1(C)I" energy_ev=-14465.972 homo_ev=-8.9 e_above_lowest_kcal_mol=24.5
C 0.28829 1.45004 0.32113 -4.806 -1.451 2.141 -0.082
C 0.52893 0.61783 -0.82542 -1.312 -2.129 0.640 -0.378
C 1.66781 -0.37728 -0.71916 -1.357 0.789 -1.075 0.012
C 0.88483 -1.42997 -0.97050 1.074 -0.953 -0.456 -0.100
C -0.38105 -0.69024 -0.82841 0.451 -1.084 -1.931 -0.545
C -1.42740 -1.17752 0.13244 -0.816 0.730 1.181 -0.150
I -1.63646 -0.74224 -3.00744 0.808 0.128 1.235 0.434
H -0.80296 1.83411 0.25981 1.678 -0.263 0.184 0.127
H 0.91269 2.22442 0.35944 2.504 3.326 0.407 0.033
H 0.32698 0.85610 1.26327 0.165 0.488 -0.478 0.109
H 0.26718 1.13107 -1.71885 0.756 0.340 -1.129 0.091
H 2.68324 -0.16531 -0.50095 0.862 -0.227 -0.018 0.104
H 1.19147 -2.44592 -1.23542 -0.591 0.106 0.468 0.117
H -2.07455 -1.90622 -0.32375 -0.072 -0.272 -0.458 0.031
H -2.09979 -0.31522 0.35675 0.452 -0.683 0.278 0.087
H -1.09197 -1.71882 1.07395 0.203 1.155 -0.988 0.110

***

[6]
18
Properties=species:S:1:pos:R:3:forces:R:3:lowdin_charge:R:1 method="wB97M-V/def2-TZVPD" smiles="[H]/N=C1/[C@H](I)C=NC[C@H]1C" energy_ev=-17446.982 homo_ev=-9.4 e_above_lowest_kcal_mol=11.7
H 1.62475 -1.67622 -1.30668 -0.211 -0.036 0.373 0.055
N 1.03214 -0.97708 -1.74159 0.384 -0.207 -1.668 0.160
C 0.46791 -0.16781 -0.97589 0.298 -0.262 0.999 -0.483
C -0.34305 0.94142 -1.55303 -0.578 -0.675 -2.552 -0.655
I 0.93105 2.67673 -1.88452 -0.186 -0.195 0.141 0.805
C -1.47562 1.28981 -0.65986 -1.429 0.196 0.350 -0.257
N -1.49015 1.10068 0.60478 -0.420 1.309 -1.471 0.038
C -0.28183 0.72020 1.31052 -2.353 -1.733 0.808 -0.209
C 0.60044 -0.29903 0.52921 -0.839 0.549 1.589 -0.307
C 0.25501 -1.72250 1.04863 1.142 -1.219 0.914 -0.077
H -0.69635 0.62124 -2.65128 0.802 0.824 2.558 0.133
H -2.41592 1.68893 -1.18331 1.277 -0.621 0.947 0.132
H -0.76442 0.44278 2.34038 1.602 -0.515 -1.652 0.146
H 0.29001 1.55362 1.56987 0.814 1.806 0.018 0.084
H 1.61934 0.06060 0.77478 -0.137 -0.953 -0.136 0.145
H -0.86944 -1.90735 1.27857 1.850 0.291 -1.235 0.109
H 0.69367 -1.81262 2.09859 -0.315 0.083 -1.327 0.085
H 0.82247 -2.53340 0.40083 -1.700 1.357 1.344 0.097

***

[7]
19
Properties=species:S:1:pos:R:3:forces:R:3:lowdin_charge:R:1 method="wB97M-V/def2-TZVPD" energy_ev=-19492.962 homo_ev="-8.0 / -6.8" e_above_lowest_kcal_mol=75.6
C 0.44815 1.99323 0.35580 0.802 2.808 -0.633 -0.535
C -0.01008 -0.88618 -1.23235 0.707 2.123 -0.241 -0.153
C -1.30534 -0.65537 -0.46801 -2.536 -0.106 -0.023 -0.358
C 1.11626 0.05363 -0.61318 0.870 -1.871 -2.081 -0.313
C 1.29966 0.01733 0.85441 0.535 -2.877 -1.846 -0.080
C -1.40253 -1.14759 0.92814 -0.004 0.696 1.633 -0.649
N 0.73434 1.38725 -0.84626 0.697 0.164 3.013 0.131
N 0.81154 1.13030 1.33723 -0.989 0.748 -1.144 0.126
O 0.16902 3.15931 0.56721 -0.766 -0.209 -0.330 0.060
I -1.03881 -3.15782 1.50352 -0.233 1.003 -0.325 0.743
H 0.31965 -1.89538 -1.14506 -0.017 -0.982 0.071 0.074
H -0.18811 -0.66346 -2.34752 0.508 -0.191 1.584 0.136
H -1.78019 0.43413 -0.33384 1.415 -2.126 -1.139 0.157
H -2.01571 -1.30692 -1.07567 0.120 1.034 0.581 0.118
H 2.11837 -0.17926 -1.08846 -0.985 0.050 0.085 0.155
H 1.27997 -0.91905 1.32451 0.200 -0.903 1.062 0.076
H -1.79568 -0.42506 1.73267 0.724 -1.652 -1.187 0.062
H 0.41782 1.67287 -1.70047 -0.988 1.185 -2.175 0.120
H 0.82166 1.38802 2.24732 -0.059 1.107 3.094 0.129

***

[8]
18
Properties=species:S:1:pos:R:3:forces:R:3:lowdin_charge:R:1 method="wB97M-V/def2-TZVPD" total_charge=+1 energy_ev=-17995.707 homo_ev=-13.3 e_above_lowest_kcal_mol=48.5
C -0.47873 -1.15512 0.11952 0.241 0.373 3.010 -0.209
C -2.56765 -0.30364 -0.26943 0.482 4.830 -1.095 -0.702
C -1.52716 1.49369 -0.40216 -2.059 -1.097 0.183 -0.014
C -0.12747 1.06174 -0.07574 0.464 0.151 -1.770 -0.181
C 0.12740 0.00791 0.99385 -0.957 -1.320 0.504 -0.296
C 0.41956 -2.07475 -0.51283 2.063 -0.140 -0.280 0.017
N -1.78235 -1.20063 0.01166 1.507 -0.865 -0.144 0.108
O 1.50139 -0.15708 1.18476 -0.258 0.118 -0.650 0.015
I -4.57012 -0.00513 -0.21958 -0.176 -0.451 0.172 1.035
H -1.68476 2.19466 -1.33179 0.224 -1.937 1.715 0.142
H -2.12028 1.83875 0.47965 0.670 0.140 -0.757 0.077
H 0.34915 0.59567 -0.98990 -0.377 0.780 0.428 0.154
H 0.52112 1.91779 0.13541 -0.129 0.073 0.118 0.156
H -0.35866 0.17871 1.98369 -0.204 -0.146 -0.991 0.186
H 0.84507 -2.83397 0.22735 -1.140 0.485 -0.938 0.159
H 1.38223 -1.51759 -0.66438 -0.796 -0.321 -0.266 0.120
H -0.00142 -2.41972 -1.46093 0.307 -0.609 0.383 0.115
H 1.69186 -0.24046 2.11655 0.140 -0.065 0.381 0.119